Molecular formula: C32H66BN8O13PS
Method: DFT, ωB97M-V/def2-TZVPD

Cartesian coordinates (Å):
C (2.234, -3.686, -0.189)
B (2.356, -2.161, -0.536)
O (2.878, -1.311, 0.386)
C (1.890, -1.571, -1.986)
C (0.867, -0.440, -1.786)
C (-0.554, -0.769, -2.170)
C (-1.579, -0.556, -1.247)
C (-2.907, -0.866, -1.539)
C (-3.232, -1.400, -2.785)
C (-4.667, -1.772, -3.089)
C (-2.233, -1.593, -3.734)
C (-0.912, -1.275, -3.420)
O (1.383, -2.779, -2.677)
S (2.474, -3.392, -3.644)
O (2.113, -3.131, -4.995)
O (2.728, -4.744, -3.289)
O (3.678, -2.470, -3.155)
C (3.027, -1.177, -2.922)
P (4.105, 0.322, -2.585)
N (5.620, -0.474, -2.413)
O (3.732, 0.790, -1.080)
H (1.260, -4.099, -0.438)
H (2.356, -3.831, 0.884)
H (3.005, -4.263, -0.696)
H (2.761, -1.722, 1.249)
H (1.198, 0.479, -2.264)
H (0.859, -0.215, -0.723)
H (-1.333, -0.138, -0.281)
H (-3.668, -0.705, -0.792)
H (-4.690, -2.445, -3.940)
H (-5.296, -0.905, -3.267)
H (-5.066, -2.329, -2.245)
H (-2.442, -2.005, -4.708)
H (-0.128, -1.446, -4.142)
H (2.573, -0.948, -3.891)
H (6.332, 0.225, -2.593)
H (5.694, -1.179, -3.143)
H (3.991, 1.722, -1.050)
C (5.688, 4.019, -1.969)
O (5.472, 2.811, -1.995)
N (5.718, 4.796, -3.049)
C (5.973, 6.228, -2.975)
C (5.483, 4.183, -4.348)
H (5.875, 4.562, -1.029)
H (5.124, 6.774, -3.382)
H (6.868, 6.469, -3.551)
H (6.122, 6.530, -1.942)
H (4.501, 3.710, -4.366)
H (6.231, 3.413, -4.538)
H (5.538, 4.944, -5.121)
C (3.529, -10.021, -2.729)
O (3.170, -11.111, -2.324)
N (2.780, -8.905, -2.698)
C (3.260, -7.627, -3.197)
C (1.441, -8.984, -2.144)
H (4.528, -9.857, -3.168)
H (3.257, -6.891, -2.397)
H (2.616, -7.274, -4.001)
H (4.275, -7.733, -3.576)
H (1.483, -9.318, -1.107)
H (0.844, -9.703, -2.707)
H (0.972, -8.004, -2.191)
C (-0.970, -2.003, 2.251)
O (-0.210, -2.910, 1.970)
N (-2.042, -2.121, 3.053)
C (-2.911, -1.001, 3.340)
C (-2.339, -3.418, 3.650)
H (-0.839, -0.981, 1.855)
H (-2.926, -0.802, 4.414)
H (-3.930, -1.220, 3.009)
H (-2.557, -0.111, 2.823)
H (-1.502, -3.744, 4.266)
H (-2.495, -4.160, 2.866)
H (-3.227, -3.345, 4.265)
C (2.662, 8.735, -3.479)
O (3.830, 8.502, -3.213)
N (1.616, 8.101, -2.932)
C (0.249, 8.425, -3.284)
C (1.867, 7.051, -1.951)
H (2.370, 9.506, -4.212)
H (-0.298, 8.752, -2.398)
H (-0.249, 7.548, -3.701)
H (0.232, 9.223, -4.023)
H (2.417, 7.452, -1.109)
H (2.462, 6.258, -2.409)
H (0.924, 6.642, -1.602)
C (-4.897, -4.656, 5.971)
O (-3.754, -5.075, 6.042)
N (-5.956, -5.381, 5.580)
C (-7.292, -4.811, 5.512)
C (-5.747, -6.772, 5.215)
H (-5.161, -3.615, 6.228)
H (-7.964, -5.360, 6.175)
H (-7.670, -4.875, 4.489)
H (-7.274, -3.762, 5.812)
H (-5.331, -7.322, 6.059)
H (-5.040, -6.841, 4.387)
H (-6.695, -7.215, 4.923)
C (2.697, 8.438, 1.784)
O (2.265, 7.546, 1.076)
N (3.879, 8.397, 2.423)
C (4.347, 9.488, 3.254)
C (4.710, 7.214, 2.267)
H (2.140, 9.373, 1.960)
H (5.290, 9.878, 2.867)
H (4.503, 9.140, 4.277)
H (3.613, 10.290, 3.264)
H (4.956, 7.067, 1.215)
H (4.175, 6.331, 2.617)
H (5.625, 7.335, 2.841)
C (-8.115, -0.724, 5.610)
O (-8.168, -1.938, 5.711)
N (-8.213, -0.055, 4.451)
C (-8.144, 1.392, 4.385)
C (-8.394, -0.814, 3.224)
H (-7.979, -0.067, 6.485)
H (-9.066, 1.794, 3.962)
H (-7.304, 1.701, 3.759)
H (-8.007, 1.804, 5.383)
H (-9.308, -1.405, 3.281)
H (-7.557, -1.498, 3.080)
H (-8.455, -0.131, 2.380)

Computed properties:
DFT total energy   -3439.55107 hartree
F_max   0.0255 hartree/bohr

---

Molecular formula: C20H47BO9
Method: DFT, ωB97M-V/def2-TZVPD

Cartesian coordinates (Å):
C (6.098, -6.718, -0.308)
C (6.597, -5.148, -0.019)
O (7.206, -4.522, -1.202)
B (6.165, -3.873, -2.066)
C (4.543, -4.196, -1.970)
C (3.633, -3.444, -3.108)
C (1.996, -3.742, -2.934)
C (1.306, -2.886, -1.717)
C (1.686, -5.345, -2.695)
C (6.784, -2.796, -3.194)
O (7.376, -3.493, -4.357)
O (7.289, -4.792, -4.233)
H (6.690, -7.170, -1.212)
H (4.924, -6.706, -0.466)
H (6.292, -7.342, 0.680)
H (7.477, -5.267, 0.780)
H (5.774, -4.502, 0.516)
H (4.445, -5.374, -2.135)
H (4.077, -3.939, -0.907)
H (3.885, -3.834, -4.208)
H (3.810, -2.269, -3.160)
H (1.420, -3.432, -3.930)
H (0.127, -2.930, -1.897)
H (1.609, -1.753, -1.718)
H (1.496, -3.409, -0.678)
H (2.090, -5.613, -1.618)
H (2.272, -5.993, -3.501)
H (0.549, -5.631, -2.819)
H (6.032, -1.943, -3.469)
H (7.701, -2.280, -2.631)
H (8.194, -5.232, -4.406)
C (-3.027, 0.368, 3.624)
O (-2.835, 0.643, 2.246)
C (-1.500, 0.360, 1.817)
C (-1.474, 0.055, 0.318)
O (-1.932, -1.267, 0.003)
C (-3.345, -1.485, 0.122)
C (-4.155, -0.791, -0.977)
O (-4.318, 0.593, -0.677)
C (-4.560, 1.374, -1.839)
H (-2.383, 1.003, 4.239)
H (-4.071, 0.568, 3.872)
H (-2.824, -0.689, 3.831)
H (-1.091, -0.493, 2.370)
H (-0.891, 1.248, 2.025)
H (-0.431, 0.088, -0.013)
H (-2.010, 0.807, -0.263)
H (-3.701, -1.225, 1.120)
H (-3.480, -2.567, 0.012)
H (-5.155, -1.238, -1.032)
H (-3.649, -0.924, -1.940)
H (-3.724, 1.278, -2.540)
H (-4.632, 2.421, -1.536)
H (-5.494, 1.071, -2.315)
C (-2.265, 3.522, 0.346)
O (-2.846, 4.716, 0.845)
C (-4.201, 4.526, 1.264)
C (-4.583, 5.561, 2.323)
O (-4.063, 5.255, 3.624)
C (-2.653, 5.454, 3.798)
C (-2.254, 6.934, 3.832)
O (-2.192, 7.463, 2.509)
C (-2.364, 8.872, 2.483)
H (-2.798, 3.175, -0.544)
H (-1.226, 3.730, 0.083)
H (-2.273, 2.745, 1.119)
H (-4.340, 3.519, 1.671)
H (-4.839, 4.647, 0.380)
H (-5.673, 5.542, 2.433)
H (-4.317, 6.575, 2.021)
H (-2.082, 4.893, 3.057)
H (-2.418, 5.016, 4.774)
H (-1.256, 7.033, 4.276)
H (-2.976, 7.490, 4.441)
H (-3.336, 9.143, 2.908)
H (-2.346, 9.198, 1.440)
H (-1.558, 9.366, 3.029)

Computed properties:
Relative energy (zero: lowest compared OMol25 entry of this formula, charge and spin)   5.067 eV
DFT total energy   -1491.88708 hartree
F_max   0.1231 hartree/bohr
Structure (SMILES)   CCOB(CCC(C)C)COO.COCCOCCOC.COCCOCCOC

---

Molecular formula: C2H6Cl2NO3Sn
Method: DFT, ωB97M-V/def2-TZVPD

Cartesian coordinates (Å):
Sn (-2.554, 2.697, 3.196)
O (-1.468, 0.985, 1.183)
H (-1.916, 0.990, 0.314)
C (2.205, -0.596, 0.780)
N (1.941, -1.974, 1.250)
O (1.123, -2.030, 2.166)
O (2.469, -2.912, 0.665)
H (2.554, -0.618, -0.253)
H (2.946, -0.193, 1.471)
H (1.252, -0.069, 0.797)
C (-1.622, 0.762, -2.173)
Cl (-3.382, 0.915, -2.101)
Cl (-1.175, 0.303, -3.869)
H (-1.076, 1.691, -2.010)
H (-1.297, 0.047, -1.416)

Computed properties:
Relative energy (zero: lowest compared OMol25 entry of this formula, charge and spin)   0.295 eV
DFT total energy   -1494.42693 hartree
Net charge   +1
F_max   0.0732 hartree/bohr

---

Molecular formula: C42H37Br6N7O10
Method: DFT, ωB97M-V/def2-TZVPD

Cartesian coordinates (Å):
C (-4.370, -2.514, -1.789)
Br (-5.467, -3.616, -0.601)
Br (-2.816, -1.760, -0.822)
Br (-5.446, -1.144, -2.615)
H (-3.976, -3.191, -2.532)
C (3.456, -0.046, -3.997)
Br (2.230, 1.074, -5.016)
Br (4.671, 1.066, -2.948)
Br (4.313, -1.419, -5.065)
H (2.837, -0.405, -3.184)
C (6.510, 3.747, -1.444)
C (7.513, 4.704, -1.386)
C (7.494, 5.713, -0.444)
C (6.371, 5.782, 0.403)
C (5.328, 4.889, 0.294)
C (5.420, 3.822, -0.594)
N (6.353, 6.800, 1.456)
O (7.205, 7.662, 1.399)
O (5.600, 6.676, 2.398)
H (6.412, 2.967, -2.186)
H (8.288, 4.603, -2.136)
H (8.202, 6.526, -0.487)
H (4.543, 4.925, 1.040)
H (4.611, 3.104, -0.634)
C (-3.518, 2.329, -1.861)
C (-2.366, 2.699, -2.544)
C (-2.506, 3.644, -3.579)
C (-3.738, 4.180, -3.851)
C (-4.897, 3.807, -3.178)
C (-4.734, 2.971, -2.096)
N (-3.884, 5.143, -4.958)
O (-4.809, 4.982, -5.731)
O (-3.069, 6.041, -5.041)
H (-3.473, 1.609, -1.054)
H (-1.427, 2.207, -2.347)
H (-1.677, 4.066, -4.135)
H (-5.875, 4.108, -3.526)
H (-5.549, 2.734, -1.424)
C (2.872, -0.671, 2.089)
C (3.220, 0.361, 1.244)
C (2.366, 0.716, 0.208)
C (1.212, -0.049, -0.024)
C (0.791, -1.034, 0.888)
C (1.585, -1.189, 2.012)
N (0.324, 0.353, -1.084)
O (0.791, 0.835, -2.106)
O (-0.866, 0.432, -0.835)
H (3.424, -0.974, 2.970)
H (4.142, 0.927, 1.293)
H (2.495, 1.551, -0.467)
H (-0.093, -1.641, 0.756)
H (1.211, -1.839, 2.794)
C (1.668, -7.453, 3.721)
C (2.062, -6.206, 3.242)
C (1.131, -5.195, 3.064)
C (-0.214, -5.437, 3.318)
C (-0.645, -6.683, 3.768)
C (0.309, -7.676, 3.913)
N (-1.158, -4.322, 3.131)
O (-0.760, -3.324, 2.540)
O (-2.253, -4.405, 3.669)
H (2.269, -8.348, 3.782)
H (3.119, -6.047, 3.071)
H (1.378, -4.227, 2.650)
H (-1.682, -6.726, 4.077)
H (-0.077, -8.682, 4.033)
C (-4.284, -1.313, 2.386)
C (-3.065, -0.626, 2.328)
C (-3.082, 0.741, 2.133)
C (-4.302, 1.402, 1.904)
C (-5.490, 0.721, 1.964)
C (-5.486, -0.655, 2.227)
N (-4.259, 2.797, 1.465)
O (-5.225, 3.487, 1.706)
O (-3.277, 3.190, 0.876)
H (-4.265, -2.390, 2.501)
H (-2.128, -1.137, 2.500)
H (-2.120, 1.211, 1.977)
H (-6.426, 1.208, 1.726)
H (-6.395, -1.233, 2.304)
N (-0.822, -2.303, 5.882)
C (-1.172, -1.048, 5.592)
C (-0.226, -0.109, 5.194)
C (1.104, -0.495, 5.185)
C (1.489, -1.752, 5.615)
C (0.455, -2.658, 5.862)
H (-2.209, -0.765, 5.717)
H (-0.429, 0.926, 4.957)
H (1.814, 0.196, 4.744)
H (2.530, -2.038, 5.682)
H (0.725, -3.677, 6.114)
N (-0.069, -2.101, -4.951)
C (0.273, -2.764, -6.069)
C (-0.134, -2.327, -7.335)
C (-0.930, -1.193, -7.415)
C (-1.210, -0.464, -6.286)
C (-0.776, -0.991, -5.052)
H (0.703, -3.757, -6.077)
H (0.253, -2.911, -8.159)
H (-1.283, -0.706, -8.318)
H (-1.764, 0.462, -6.267)
H (-0.897, -0.460, -4.116)

Computed properties:
Relative energy (zero: lowest compared OMol25 entry of this formula, charge and spin)   0.000 eV
DFT total energy   -18201.89196 hartree
F_max   0.0424 hartree/bohr

---

Q: Which formula does entry 4 have?
A: C42H37Br6N7O10

---

Q: What is the formula in the second record?
A: C20H47BO9

---

Q: Among the records above, which one has the highest F_max?
A: C20H47BO9